No. 1
Computed, not measured: a 3-piece molecular cluster, C23H26N2O5 overall at a distorted geometry, with ωB97M-V/def2-TZVPD.

Summary:
E_HOMO, eV: -10.13
Energy relative to the best compared isomer or geometry (same formula, charge and spin), kcal per mole: 167.32
Electronic energy, eV: -37486.1120
SMILES string: CC(C)C[C@H](C)CO[C@@H](C#N)CC#N.O=C1C=CC(=O)C=C1.O=C1C=CC(=O)C=C1

```
! wB97M-V def2-TZVPD RIJCOSX def2/J DEFGRID3
* xyz 0 1
C -0.337 4.742 -1.909
C -0.196 3.228 -2.314
C -1.457 2.914 -3.236
C -0.297 2.265 -1.110
C 0.882 2.351 -0.093
C 2.288 2.490 -0.745
C 0.893 1.000 0.718
O 1.039 1.221 2.127
C 0.440 0.228 2.906
C 1.437 -0.469 3.835
N 2.148 -0.985 4.540
C -0.690 0.917 3.766
C -0.020 1.671 4.892
N 0.582 2.263 5.641
H -0.921 5.241 -2.709
H 0.637 5.263 -1.868
H -0.907 4.879 -0.971
H 0.681 3.050 -2.963
H -1.865 1.937 -2.903
H -1.175 2.853 -4.304
H -2.276 3.643 -3.072
H -0.408 1.211 -1.445
H -1.226 2.509 -0.545
H 0.750 3.219 0.581
H 3.035 2.254 0.046
H 2.471 1.809 -1.598
H 2.532 3.522 -1.068
H -0.071 0.489 0.506
H 1.728 0.381 0.320
H -0.046 -0.582 2.331
H -1.206 1.651 3.127
H -1.386 0.144 4.137
O -0.620 -0.218 -4.139
C -0.937 -0.300 -5.308
C -1.992 -1.239 -5.755
C -2.337 -1.329 -7.037
C -1.683 -0.494 -8.072
O -1.999 -0.575 -9.240
C -0.627 0.445 -7.624
C -0.282 0.535 -6.341
H -2.460 -1.840 -4.986
H -3.105 -2.010 -7.383
H -0.159 1.047 -8.393
H 0.486 1.216 -5.995
O 2.888 -5.922 4.790
C 1.896 -5.596 5.408
C 1.043 -6.606 6.080
C -0.046 -6.249 6.756
C -0.453 -4.828 6.867
O -1.446 -4.504 7.485
C 0.399 -3.819 6.195
C 1.489 -4.175 5.519
H 1.356 -7.639 5.990
H -0.682 -6.972 7.253
H 0.088 -2.786 6.286
H 2.123 -3.450 5.024
*
```



No. 2
Computed, not measured: C13H19BaF3NO14P2S2 as an isolated structure, with ωB97M-V/def2-TZVPD.

Summary:
E_HOMO, eV: -6.62
Energy relative to the best compared isomer or geometry (same formula, charge and spin), kcal per mole: 10.89
Electronic energy, eV: -93052.4306

```
! wB97M-V def2-TZVPD RIJCOSX def2/J DEFGRID3
* xyz -1 1
Ba 0.563 0.031 0.161
C -4.272 1.631 -0.662
C -2.853 1.171 -0.342
O -2.205 2.181 0.450
P -2.901 -0.276 0.759
O -3.868 -1.343 0.101
O -3.783 0.173 2.008
O -1.582 -0.832 1.162
P -1.902 0.864 -1.943
O -1.842 -0.755 -1.901
O -2.695 1.370 -3.073
O -0.514 1.414 -1.655
H -4.824 1.842 0.254
H -4.800 0.875 -1.240
H -4.206 2.530 -1.271
H -1.394 2.452 -0.004
H -3.454 -1.663 -0.721
H -3.329 0.893 2.469
H -0.958 -1.207 -1.976
F 2.628 2.806 -0.271
C 3.305 2.808 0.892
F 4.547 2.391 0.640
F 3.359 4.059 1.344
S 2.453 1.683 2.085
O 1.049 2.027 1.883
O 3.026 1.951 3.363
O 2.732 0.373 1.488
C -3.601 -1.375 -7.199
C -2.310 -0.721 -6.783
C -1.118 -1.438 -6.781
C 0.059 -0.862 -6.335
C 0.032 0.452 -5.896
C -1.139 1.195 -5.901
C -2.308 0.599 -6.344
S 1.495 1.173 -5.213
O 2.665 0.596 -5.822
O 1.314 2.597 -5.248
N 1.489 0.647 -3.665
C 2.654 -0.002 -3.057
C 2.640 -1.531 -3.120
C 1.274 -2.112 -2.760
O 0.740 -2.928 -3.496
O 0.766 -1.655 -1.660
H -3.417 -2.268 -7.796
H -4.221 -0.690 -7.779
H -4.171 -1.670 -6.316
H -1.113 -2.472 -7.102
H 0.977 -1.428 -6.299
H -1.130 2.211 -5.533
H -3.235 1.157 -6.312
H 0.776 1.066 -3.078
H 2.701 0.352 -2.023
H 3.555 0.375 -3.540
H 3.375 -1.918 -2.408
H 2.917 -1.871 -4.116
*
```



No. 3
Computed, not measured: C42H45IN3OP2SSiTl as an isolated structure, with ωB97M-V/def2-TZVPD.

Summary:
E_HOMO, eV: -12.46
Energy relative to the best compared isomer or geometry (same formula, charge and spin), kcal per mole: 3.67
Electronic energy, eV: -100876.2524

```
! wB97M-V def2-TZVPD RIJCOSX def2/J DEFGRID3
* xyz 2 1
Tl 0.123 0.316 0.195
C 1.655 -0.500 3.517
N 2.838 0.008 2.876
C 3.277 -0.693 1.703
P 2.690 -0.046 0.054
C 3.195 -1.255 -1.192
C 3.487 -0.819 -2.485
C 3.779 -1.737 -3.482
C 3.786 -3.094 -3.199
C 3.496 -3.536 -1.915
C 3.188 -2.624 -0.919
C 3.590 1.473 -0.281
C 4.943 1.395 -0.630
C 5.670 2.552 -0.837
C 5.057 3.793 -0.696
C 3.718 3.876 -0.349
C 2.983 2.717 -0.145
C 3.572 1.094 3.420
C 4.770 1.513 2.838
C 5.494 2.561 3.386
C 5.050 3.218 4.521
C 3.862 2.807 5.102
C 3.126 1.763 4.563
P 0.000 -0.005 2.810
C -1.102 -1.261 3.486
C -1.738 -2.173 2.648
C -2.551 -3.165 3.177
C -2.726 -3.253 4.550
C -2.087 -2.354 5.396
C -1.277 -1.362 4.869
C -0.493 1.606 3.454
C -1.731 1.820 4.058
C -2.065 3.087 4.515
C -1.174 4.140 4.369
C 0.048 3.938 3.740
C 0.381 2.680 3.271
H 1.644 -0.256 4.577
H 1.647 -1.594 3.455
H 2.938 -1.729 1.764
H 4.366 -0.729 1.628
H 3.499 0.239 -2.717
H 4.016 -1.387 -4.478
H 4.026 -3.808 -3.976
H 3.526 -4.594 -1.687
H 2.970 -2.990 0.076
H 5.428 0.431 -0.741
H 6.715 2.490 -1.108
H 5.628 4.697 -0.862
H 3.243 4.841 -0.236
H 1.943 2.799 0.145
H 5.161 1.041 1.952
H 6.421 2.857 2.913
H 5.619 4.033 4.946
H 3.490 3.303 5.989
H 2.194 1.504 5.044
H -1.595 -2.109 1.576
H -3.043 -3.868 2.517
H -3.362 -4.023 4.966
H -2.223 -2.425 6.466
H -0.790 -0.661 5.538
H -2.433 1.006 4.182
H -3.021 3.247 4.995
H -1.434 5.123 4.739
H 0.741 4.760 3.614
H 1.340 2.536 2.783
C -2.758 5.338 1.031
Si -3.535 4.508 -0.448
C -5.332 4.974 -0.601
C -2.627 4.895 -2.031
C -3.472 2.620 -0.144
C -4.649 1.898 0.040
C -4.648 0.523 0.257
C -3.440 -0.133 0.279
N -2.285 0.525 0.105
C -2.298 1.862 -0.093
S -0.687 2.566 -0.311
H -2.832 6.424 0.947
H -1.701 5.080 1.135
H -3.268 5.037 1.950
H -5.409 6.048 -0.782
H -5.906 4.760 0.303
H -5.814 4.471 -1.443
H -2.919 5.893 -2.370
H -2.889 4.193 -2.825
H -1.543 4.890 -1.916
H -5.600 2.416 0.004
H -5.569 -0.026 0.394
H -3.372 -1.199 0.442
N -0.210 -4.132 -0.726
C -0.472 -2.848 -0.920
O 0.150 -1.977 -0.276
C -1.489 -2.478 -1.962
I -3.363 -3.449 -1.680
H 0.483 -4.400 -0.047
H -0.723 -4.852 -1.211
H -1.135 -2.783 -2.945
H -1.658 -1.406 -1.951
*
```



No. 4
Computed, not measured: one molecule with the formula C5H7FOS at a distorted geometry, with ωB97M-V/def2-TZVPD.

Summary:
E_HOMO, eV: -9.22
Energy relative to the best compared isomer or geometry (same formula, charge and spin), kcal per mole: 87.22
Electronic energy, eV: -20894.2952
SMILES string: F[C@H]1[C@@H]2OCC[C@@]12S

```
! wB97M-V def2-TZVPD RIJCOSX def2/J DEFGRID3
* xyz 0 1
F 2.614 -0.279 0.176
C 1.484 0.313 -0.208
C 0.476 -0.716 -0.559
O -0.756 -1.022 -1.178
C -1.525 -1.299 0.042
C -0.739 -0.699 1.307
C 0.172 0.271 0.514
S -0.752 1.712 -0.040
H 1.637 1.224 -0.747
H 0.890 -1.642 -0.136
H -1.686 -2.396 0.054
H -2.527 -0.773 -0.054
H -0.137 -1.504 1.830
H -1.344 -0.117 2.015
H -1.501 1.284 -1.060
*
```



No. 5
Computed, not measured: one molecule with the formula C5H9BN2 at a distorted geometry, with ωB97M-V/def2-TZVPD.

Summary:
E_HOMO, eV: -9.23
Energy relative to the best compared isomer or geometry (same formula, charge and spin), kcal per mole: 9.69
Electronic energy, eV: -8986.6445
SMILES string: CB(C)c1cnc[nH]1

```
! wB97M-V def2-TZVPD RIJCOSX def2/J DEFGRID3
* xyz 0 1
C -0.785 -0.650 1.951
B -0.619 0.242 0.562
C -1.447 1.571 0.479
C 0.599 -0.125 -0.288
C 1.372 -1.258 -0.311
N 1.962 -1.417 -1.523
C 1.615 -0.461 -2.377
N 0.784 0.359 -1.717
H 0.193 -0.938 2.320
H -1.218 -1.621 1.585
H -1.494 -0.024 2.531
H -0.614 2.179 0.499
H -2.016 1.711 1.391
H -2.080 1.567 -0.334
H 1.340 -2.017 0.524
H 2.071 -0.344 -3.356
H 0.338 1.225 -1.936
*
```



No. 6
Computed, not measured: a 2-piece molecular cluster, C2H2NO4S overall at a distorted geometry, with ωB97M-V/def2-TZVPD.

Summary:
E_HOMO (alpha / beta), eV: -3.29 / -3.29
Energy relative to the best compared isomer or geometry (same formula, charge and spin), kcal per mole: 47.89
Electronic energy, eV: -22620.1143

```
! wB97M-V def2-TZVPD RIJCOSX def2/J DEFGRID3
* xyz -1 1
C -0.757 -1.048 -0.140
C -0.498 -2.338 0.186
N 0.214 0.052 -0.110
O -0.448 -2.388 -1.173
O -0.362 -3.135 1.101
O -4.468 -0.264 1.222
O -4.161 1.153 -0.677
S -4.021 -0.177 -0.114
H 1.131 -0.207 0.338
H 0.425 0.486 -1.012
*
```



No. 7
Computed, not measured: a 8-piece molecular cluster, C59H64N8O16P overall at a distorted geometry, with ωB97M-V/def2-TZVPD.

Summary:
E_HOMO, eV: -3.19
Electronic energy, eV: -116159.9782

```
! wB97M-V def2-TZVPD RIJCOSX def2/J DEFGRID3
* xyz -1 1
C 3.301 1.632 3.509
C 3.895 0.895 2.421
C 3.626 1.108 0.863
P 1.844 0.725 0.264
C 1.743 -0.937 1.213
C 2.848 -2.017 0.826
O 3.716 -1.919 -0.080
N 2.807 -3.310 1.600
C 3.918 -3.385 2.584
C 2.758 -4.483 0.685
C 0.008 0.550 -0.375
C -1.082 0.771 0.775
C -1.202 2.358 1.112
O -2.431 0.342 0.439
C -2.539 -1.086 0.325
C -2.474 -1.879 1.709
C -2.418 -1.257 3.118
C -2.317 -2.082 4.443
C -2.273 -3.622 4.366
C -2.372 -4.258 2.948
C -2.472 -3.450 1.633
H 3.972 2.372 4.086
H 2.219 1.453 3.813
H 4.675 0.083 2.697
H 3.806 2.229 0.663
H 4.435 0.569 0.233
H 2.318 0.064 -0.954
H 1.882 1.989 -0.479
H 1.359 1.411 1.469
H 1.686 -0.818 2.364
H 0.725 -1.413 0.926
H 4.925 -3.715 2.151
H 3.990 -2.420 3.216
H 3.621 -4.208 3.345
H 3.788 -4.852 0.337
H 2.126 -4.162 -0.226
H 2.134 -5.304 1.209
H -0.037 -0.466 -0.900
H -0.159 1.343 -1.200
H -0.678 0.296 1.744
H -1.450 2.987 0.193
H -0.317 2.738 1.723
H -2.127 2.441 1.810
H -1.800 -1.566 -0.404
H -3.588 -1.293 -0.117
H -2.412 -0.115 3.224
H -2.255 -1.507 5.429
H -2.174 -4.200 5.338
H -2.361 -5.396 2.864
H -2.545 -4.010 0.623
C -2.074 -10.501 0.730
C -2.965 -10.230 -0.305
C -3.114 -8.928 -0.772
C -2.362 -7.906 -0.197
C -1.475 -8.169 0.844
C -1.333 -9.473 1.307
N -2.497 -6.538 -0.702
O -3.299 -6.339 -1.603
O -1.797 -5.674 -0.194
H -1.956 -11.519 1.089
H -3.540 -11.035 -0.749
H -3.811 -8.730 -1.578
H -0.889 -7.377 1.299
H -0.643 -9.690 2.115
C 8.099 -4.632 -3.137
C 8.798 -5.755 -2.703
C 8.360 -6.460 -1.587
C 7.216 -6.034 -0.915
C 6.516 -4.905 -1.341
C 6.963 -4.205 -2.456
N 6.735 -6.787 0.246
O 7.384 -7.761 0.605
O 5.711 -6.400 0.786
H 8.441 -4.087 -4.012
H 9.684 -6.082 -3.237
H 8.914 -7.333 -1.259
H 5.627 -4.563 -0.821
H 6.424 -3.327 -2.798
C 1.910 -0.810 -6.467
C 2.549 -0.624 -5.244
C 2.108 0.365 -4.371
C 1.022 1.160 -4.732
C 0.382 0.984 -5.957
C 0.831 -0.006 -6.825
N 0.541 2.184 -3.803
O 1.144 2.316 -2.752
O -0.439 2.844 -4.132
H 2.253 -1.587 -7.143
H 3.389 -1.254 -4.970
H 2.614 0.500 -3.420
H -0.461 1.602 -6.246
H 0.339 -0.153 -7.781
C -5.265 1.733 1.817
C -5.353 2.785 0.911
C -6.446 3.644 0.943
C -7.447 3.441 1.893
C -7.369 2.385 2.799
C -6.273 1.530 2.757
N -8.587 4.357 1.947
O -8.633 5.261 1.126
O -9.431 4.169 2.816
H -4.406 1.068 1.792
H -4.565 2.937 0.180
H -6.502 4.460 0.231
H -8.145 2.217 3.538
H -6.200 0.706 3.459
C -10.615 6.044 4.892
C -10.322 6.536 6.160
C -11.348 6.972 6.993
C -12.666 6.905 6.546
C -12.965 6.420 5.274
C -11.933 5.989 4.447
N -13.751 7.339 7.428
O -13.450 7.777 8.530
O -14.898 7.236 7.015
H -9.813 5.699 4.246
H -9.293 6.578 6.501
H -11.106 7.354 7.979
H -13.988 6.369 4.917
H -12.155 5.607 3.457
C 2.025 8.173 -1.274
C 3.236 8.106 -0.591
C 3.577 6.954 0.111
C 2.698 5.873 0.119
C 1.481 5.937 -0.555
C 1.147 7.093 -1.253
N 3.062 4.649 0.836
O 4.134 4.633 1.435
O 2.279 3.715 0.790
H 1.764 9.071 -1.826
H 3.916 8.951 -0.609
H 4.523 6.914 0.639
H 0.790 5.100 -0.550
H 0.203 7.152 -1.785
C 8.022 2.996 -6.809
C 8.329 2.343 -5.619
C 7.796 1.086 -5.358
C 6.959 0.489 -6.298
C 6.641 1.141 -7.488
C 7.177 2.399 -7.740
N 6.415 -0.846 -6.038
O 6.700 -1.379 -4.975
O 5.711 -1.353 -6.899
H 8.444 3.976 -7.013
H 8.987 2.814 -4.897
H 8.043 0.587 -4.427
H 5.987 0.685 -8.223
H 6.939 2.914 -8.665
*
```



No. 8
Computed, not measured: one molecule with the formula C9H25NSi2 at a distorted geometry, with ωB97M-V/def2-TZVPD.

Summary:
E_HOMO, eV: -7.99
Energy relative to the best compared isomer or geometry (same formula, charge and spin), kcal per mole: 32.86
Electronic energy, eV: -26983.2766
SMILES string: CN(C[Si](C)(C)C)C[Si](C)(C)C

```
! wB97M-V def2-TZVPD RIJCOSX def2/J DEFGRID3
* xyz 0 1
C 0.909 -0.518 -2.670
N 0.094 -0.421 -1.406
C 0.450 0.636 -0.437
Si 2.271 0.792 0.291
C 3.669 0.955 -0.944
C 2.349 2.125 1.629
C 2.558 -0.792 1.291
C -1.445 -0.698 -1.554
Si -2.452 -0.718 0.099
C -2.647 1.115 0.779
C -1.581 -1.631 1.545
C -4.144 -1.255 -0.059
H 1.479 0.376 -2.895
H 1.640 -1.283 -2.409
H 0.343 -0.893 -3.501
H -0.208 1.533 -0.589
H -0.007 0.208 0.519
H 4.541 0.441 -0.518
H 3.447 0.545 -1.920
H 3.896 2.077 -0.967
H 3.363 2.260 1.802
H 1.909 1.884 2.569
H 1.820 3.087 1.301
H 3.522 -0.764 1.822
H 2.358 -1.673 0.697
H 1.728 -0.566 1.983
H -1.722 -1.671 -1.949
H -2.073 0.021 -2.062
H -3.131 1.256 1.740
H -3.322 1.472 0.010
H -1.748 1.716 0.714
H -0.592 -1.857 1.268
H -1.599 -1.039 2.463
H -2.127 -2.539 1.659
H -4.734 -1.139 0.867
H -4.225 -2.324 -0.277
H -4.591 -0.719 -0.891
*
```